C22H25ClO7 | ωB97M-V/def2-TZVPD

Results
Energy, Ha: -1840.2032
Highest occupied orbital energy, Eh: -0.3026
Kohn-Sham gap, eV: 8.653
E_LUMO, eV: 0.42
Energy relative to the best compared isomer or geometry (same formula, charge and spin), kcal per mole: 1.8
SMILES: CCOc1ccc(Cc2cc([C@@]34OC[C@@](CO)(O3)[C@@H](O)[C@H](O)[C@H]4O)ccc2Cl)cc1

Structure (XYZ):
```
55
Properties=species:S:1:pos:R:3:mulliken_charge:R:1
C 2.4508 -1.7109 -5.8881 -1.03
C 3.2436 -0.4098 -5.7969 -0.41
O 4.2317 -0.4427 -4.7885 -0.46
C 3.8719 -0.3230 -3.4798 0.83
C 4.9060 -0.4890 -2.5573 -0.74
C 4.6672 -0.3747 -1.2049 -0.31
C 3.3940 -0.0878 -0.7286 0.40
C 3.1228 0.0399 0.7515 -1.73
C 1.8790 -0.7071 1.1373 -0.30
C 0.7313 -0.0377 1.5331 -0.20
C -0.4357 -0.7166 1.8590 -0.96
C -1.6499 0.0983 2.2465 2.64
O -1.2479 1.2479 3.0134 -0.67
C -1.9300 2.3757 2.4965 -1.29
C -2.9764 1.7467 1.5667 1.47
C -3.3632 2.6183 0.3673 -0.94
O -4.1234 1.9067 -0.5761 -0.61
O -2.2588 0.6147 1.0846 -0.61
C -4.2035 1.2574 2.3715 -0.62
O -5.0566 0.4834 1.5626 -0.64
C -3.7894 0.3382 3.5542 -0.27
O -3.3983 1.0404 4.6992 -0.68
C -2.7331 -0.6713 3.0600 -0.98
O -3.3375 -1.6719 2.2913 -0.64
C -0.4637 -2.1016 1.7815 -0.84
C 0.6704 -2.7889 1.3877 -0.88
C 1.8259 -2.0972 1.0673 1.02
Cl 3.2211 -2.9850 0.5668 -0.21
C 2.3703 0.0816 -1.6479 -0.61
C 2.5959 -0.0346 -3.0087 -0.34
H 1.7424 -1.6524 -6.7100 0.35
H 3.1287 -2.5423 -6.0635 0.30
H 1.9083 -1.9008 -4.9652 0.34
H 3.8070 -0.2542 -6.7215 0.32
H 2.5728 0.4472 -5.6562 0.32
H 5.8928 -0.7118 -2.9313 0.41
H 5.4815 -0.5148 -0.5088 0.35
H 3.9760 -0.3549 1.3073 0.40
H 3.0065 1.0954 1.0116 0.38
H 0.7486 1.0398 1.5988 0.44
H -2.3672 2.9595 3.3076 0.42
H -1.2305 3.0004 1.9268 0.41
H -2.4479 3.0109 -0.0946 0.46
H -3.9797 3.4557 0.7018 0.33
H -3.5908 1.1577 -0.8759 0.35
H -4.7325 2.1339 2.7793 0.49
H -5.1936 0.9530 0.7219 0.58
H -4.6920 -0.2223 3.8304 0.57
H -2.4459 1.2037 4.6528 0.46
H -2.2571 -1.1561 3.9193 0.59
H -3.9708 -1.2418 1.6937 0.55
H -1.3658 -2.6427 2.0123 0.50
H 0.6574 -3.8656 1.3249 0.47
H 1.3708 0.2988 -1.2981 0.49
H 1.7662 0.1039 -3.6843 0.36
```

***

C22H25F5InNO2Te | ωB97M-V/def2-TZVPD

Results
Energy, Ha: -2015.9600
Highest occupied orbital energy, Eh: -0.2792
Kohn-Sham gap, eV: 5.226
E_LUMO, eV: -2.37

Structure (XYZ):
```
57
Properties=species:S:1:pos:R:3:mulliken_charge:R:1
C 2.4907 0.2975 1.6427 -0.30
C 2.5823 -0.4843 0.4276 -1.17
C 2.1764 0.3216 -0.6502 0.10
H 2.9426 -1.5110 0.3642 0.42
C 1.8527 1.6182 -0.1497 -0.36
C 2.0546 1.6326 1.2409 -1.09
H 1.5559 2.4628 -0.7731 0.50
C -1.2554 -1.8282 1.3876 -0.89
C -0.2287 -2.6025 0.7137 -0.84
C -0.3956 -2.4471 -0.6686 -0.57
H 0.5458 -3.1901 1.2106 0.47
C -1.5501 -1.6302 -0.8992 -0.10
C -2.0259 -1.1947 0.3421 -0.58
H 2.1510 0.0309 -1.6947 0.50
H 1.9522 2.4841 1.9169 0.53
H 2.9740 0.0445 2.5923 0.65
H -2.8633 -0.5163 0.5009 0.46
H 0.2219 -2.8846 -1.4560 0.45
H -1.6216 -2.0079 2.4030 0.83
In 0.2565 -0.1829 2.4316 1.21
C -2.2819 -1.4515 -2.2089 2.37
C -3.6905 -2.0551 -2.0676 -1.79
C -1.5762 -2.1805 -3.3586 -2.21
H -3.6244 -3.1345 -1.8820 0.41
H -4.2587 -1.9095 -2.9950 0.48
H -4.2504 -1.5874 -1.2481 0.33
H -1.5496 -3.2569 -3.1532 0.53
H -0.5506 -1.8198 -3.4929 0.30
H -2.1300 -2.0306 -4.2925 0.37
C -2.4538 0.0620 -2.5122 -1.07
C -1.2071 0.7736 -3.0083 0.34
H -2.7813 0.5800 -1.5969 0.27
H -3.2537 0.1863 -3.2579 0.45
O -0.1020 0.6042 -2.4949 -0.28
N -1.4148 1.5962 -4.0809 -0.20
C -0.4024 2.5641 -4.5078 -1.18
H -2.3745 1.8592 -4.2622 0.32
C 0.9760 1.9720 -4.6162 0.74
C 2.0493 2.6528 -4.0343 -0.37
H 1.8507 3.6051 -3.5353 0.32
C 3.3285 2.1005 -4.0632 -0.60
H 4.1487 2.6190 -3.5627 0.37
C 3.5533 0.8908 -4.7324 -0.45
H 4.5533 0.4509 -4.7495 0.37
C 2.4888 0.2432 -5.3775 -0.59
H 2.6503 -0.6969 -5.9082 0.39
C 1.2065 0.8002 -5.3429 -0.16
H 0.3744 0.3216 -5.8677 0.37
H -0.3864 3.4117 -3.8074 0.37
H -0.7357 2.9373 -5.4824 0.37
F -2.7026 2.3400 5.1431 -0.35
Te -1.9919 1.9201 3.4152 2.19
F -3.2384 3.0309 2.5181 -0.40
F -0.7077 0.7189 4.3967 -0.60
F -3.1686 0.4158 3.3507 -0.40
F -0.6944 3.3000 3.6506 -0.39
O -1.1502 1.3282 1.8625 -0.82
```

***

C22H25F9N4O5PS2 | ωB97M-V/def2-TZVPD

Results
Energy, Ha: -3484.7225
Highest occupied orbital energy, Eh: -0.4552
Kohn-Sham gap, eV: 8.584
Net charge: +1
E_LUMO, eV: -3.80
SMILES: CC(=O)OCCCCCC[C@]1(S(=O)(=O)C(F)(F)C(F)(F)C(F)(F)C(F)(F)F)CN(c2ccccc2)C(NN=C=O)=[N+]1[PH2]=S

Structure (XYZ):
```
68
Properties=species:S:1:pos:R:3:mulliken_charge:R:1
C 4.2120 -1.4426 1.3850 -0.89
C 4.3829 -1.9125 -0.0523 0.78
O 5.0568 -1.2797 -0.8087 -0.50
O 3.7948 -3.0908 -0.4537 -0.43
C 2.6225 -2.8554 -1.2614 -0.70
C 1.4412 -2.4662 -0.3472 0.45
C 0.0631 -2.6537 -1.0003 -0.01
C -0.1108 -1.9073 -2.3354 -1.43
C 0.1504 -0.3848 -2.2615 0.62
C -1.1490 0.4643 -2.0795 -2.05
C -1.1664 1.3469 -0.7841 0.45
S 0.0168 2.6924 -1.1197 2.18
O 0.5547 2.5743 -2.4493 -0.63
O -0.5647 4.0033 -0.9453 -0.79
C 1.4025 2.5728 0.1163 0.57
F 0.8012 2.7829 1.3067 -0.29
F 1.9045 1.3398 0.1989 -0.10
C 2.4900 3.6724 -0.0018 0.18
F 3.2877 3.4781 1.0608 -0.27
F 1.9872 4.8900 0.1371 -0.24
C 3.4181 3.6737 -1.2577 0.70
F 2.8715 4.2944 -2.2957 -0.24
F 4.4676 4.4413 -0.9079 -0.28
C 4.0415 2.3157 -1.6753 0.63
F 5.0254 2.5639 -2.5251 -0.27
F 3.1761 1.5044 -2.2673 -0.19
F 4.5679 1.6945 -0.6306 -0.23
C -0.9346 0.4358 0.4430 -0.97
N -2.2327 -0.2876 0.5040 1.25
C -2.4276 -1.0118 1.7499 -0.33
C -2.7470 -2.3785 1.6557 0.25
C -2.9150 -3.1644 2.7901 -1.25
C -2.7629 -2.5864 4.0567 -0.53
C -2.4782 -1.2269 4.1656 -0.99
C -2.3145 -0.4463 3.0157 0.19
C -3.2001 0.5527 0.0510 -0.08
N -4.4975 0.4253 0.0758 0.20
N -5.1204 -0.6885 0.6907 -0.79
C -5.1790 -1.6492 -0.1160 0.85
O -5.0568 -2.5459 -0.8143 -0.28
N -2.5991 1.6639 -0.5897 -0.30
P -3.0857 3.0816 0.3554 0.18
S -2.2017 3.3458 2.0463 -0.26
H 3.1659 -1.5165 1.7083 0.25
H 4.7811 -2.0650 2.0812 0.36
H 4.4877 -0.3926 1.4779 0.25
H 2.8889 -2.0237 -1.9253 0.43
H 2.3786 -3.7608 -1.8178 0.24
H 1.6246 -1.4404 0.0013 -0.87
H 1.5129 -3.0981 0.5460 0.82
H -0.7009 -2.3067 -0.2902 -0.40
H -0.1101 -3.7311 -1.1034 0.57
H -1.1028 -2.1406 -2.7435 0.56
H 0.6043 -2.3398 -3.0460 0.34
H 0.8892 -0.1923 -1.4811 -0.44
H 0.5718 -0.0983 -3.2276 0.58
H -1.9717 -0.2596 -2.0543 0.79
H -1.3382 1.0759 -2.9643 0.38
H -0.1810 -0.3481 0.3402 -0.78
H -0.6877 0.9142 1.3916 1.04
H -2.8639 -2.8266 0.6717 0.59
H -3.1393 -4.2152 2.6467 0.44
H -2.8682 -3.2090 4.9376 0.43
H -2.3598 -0.7811 5.1456 0.44
H -2.0675 0.6059 3.1269 0.26
H -5.1119 1.1180 -0.3308 0.29
H -4.4816 3.0051 0.5756 0.15
H -2.9132 4.1948 -0.4914 0.14
```

***

C22H25HoN4O3S | ωB97M-V/def2-TZVPD

Results
Energy, Ha: -2644.4562
Highest occupied orbital energy (alpha / beta), Eh: -0.2866 / -0.2867
Kohn-Sham gap (alpha / beta), eV: 7.841 / 7.872
Spin multiplicity: 5
E_LUMO (alpha / beta), eV: 0.04 / 0.07

Structure (XYZ):
```
56
Properties=species:S:1:pos:R:3:mulliken_charge:R:1
Ho 0.0928 -0.1065 -0.2873 0.56
O 2.1813 0.1738 0.2833 -0.54
C 2.8484 -0.2083 1.3396 0.17
C 4.2473 -0.0844 1.3897 -0.35
C 4.9610 -0.5115 2.4905 -0.41
C 4.3252 -1.0824 3.5897 -0.74
C 2.9495 -1.1994 3.5697 -0.87
C 2.1881 -0.7448 2.4842 0.93
C 0.7403 -0.8619 2.6497 -0.57
N -0.1390 -0.1890 1.9957 0.83
N -1.4793 -0.4533 2.3549 -0.92
C -2.3160 -0.1331 1.4083 0.53
O -2.0294 0.3378 0.2367 -0.69
C -3.7645 -0.3004 1.7296 0.45
C -4.1969 -0.4546 3.0468 -0.26
C -5.5457 -0.5865 3.3251 -0.74
C -6.4752 -0.5720 2.2911 -0.36
C -6.0490 -0.4203 0.9815 -0.70
C -4.6980 -0.2790 0.7007 -0.36
H 4.7461 0.3407 0.5285 0.45
H 6.0396 -0.4094 2.4926 0.40
H 4.8926 -1.4310 4.4413 0.39
H 2.4324 -1.6387 4.4150 0.37
H 0.3987 -1.5530 3.4202 0.35
H -3.4619 -0.4784 3.8391 0.46
H -5.8777 -0.7034 4.3485 0.39
H -7.5303 -0.6791 2.5078 0.38
H -6.7717 -0.4096 0.1757 0.40
H -4.3537 -0.1495 -0.3165 0.41
C 2.0743 3.1892 2.2345 -0.77
N 0.6415 2.9880 2.3623 0.33
C -0.0699 2.8110 3.5319 -0.25
C -1.3587 2.6010 3.1928 -0.65
N -1.4154 2.6615 1.8208 0.23
C -0.1893 2.8976 1.3048 -0.17
S 0.2248 2.9879 -0.3356 -0.47
H 2.5165 3.1260 3.2253 0.29
H 2.2667 4.1673 1.7974 0.31
H 2.4865 2.4171 1.5877 0.25
H 0.4117 2.8329 4.4919 0.47
H -2.2233 2.3899 3.7937 0.46
H -2.1937 2.4502 1.2159 0.26
C -1.2206 -2.1001 -2.5537 -1.28
C 0.0091 -2.6173 -1.7941 1.47
C 0.0282 -4.1392 -1.8088 -1.80
C 1.2721 -2.0694 -2.4829 -1.32
O -0.0379 -2.1766 -0.4460 -0.65
H -1.2039 -2.4999 -3.5699 0.46
H -1.2398 -1.0025 -2.6404 0.26
H -2.1369 -2.4122 -2.0537 0.32
H 0.0498 -4.5356 -2.8266 0.40
H -0.8580 -4.5230 -1.3033 0.40
H 0.9042 -4.5067 -1.2741 0.41
H 1.3321 -2.4816 -3.4923 0.46
H 2.1642 -2.3391 -1.9186 0.34
H 1.2655 -0.9724 -2.6033 0.27
```